The following is a DFT calculation (ωB97M-V with the def2-TZVPD basis set) of one molecule with the formula C4H7NO2 in a non-equilibrium geometry.

XYZ file:
```
14
Properties=species:S:1:pos:R:3:mulliken_charge:R:1
O 0.10964 -0.74673 1.51453 -0.5284
C -1.01016 0.19495 -0.25768 -0.2677
C -0.25022 1.48574 -0.16297 -0.3223
O 0.87518 1.23059 0.73740 -0.4084
C 1.10891 -0.16376 0.61268 0.1097
N 1.00702 -0.54470 -0.77207 -0.4479
C -0.44731 -0.88457 -1.06986 -0.2812
H 0.18830 -1.71238 1.46368 0.3225
H -1.57810 -0.08147 0.64187 0.3320
H 0.08836 1.82002 -1.15879 0.2356
H -0.85590 2.24597 0.33363 0.3306
H 2.10914 -0.36588 1.02683 0.3899
H -0.51649 -0.69559 -2.14530 0.3231
H -0.91412 -1.88052 -0.83272 0.2125
```

Summary:
ΔE to the lowest compared entry with this formula, charge and spin	537.1	kJ/mol
calculated total energy	-361.676280	a.u.
HOMO (spin up / spin down)	-8.243 / -9.543	eV
gap between HOMO and LUMO (spin up / spin down)	7.47 / 9.34	eV
LUMO (spin up / spin down)	-0.8 / -0.2	eV
net charge	0

The following is a DFT calculation (ωB97M-V with the def2-TZVPD basis set) of C7H13NO as an isolated structure in a non-equilibrium geometry.

XYZ file:
```
22
Properties=species:S:1:pos:R:3:mulliken_charge:R:1
C 1.41742 -1.69748 0.93788 -1.4506
C 0.09594 -1.20065 0.40383 -0.1444
C -0.53812 0.08763 0.83581 0.0431
C 0.07720 1.03638 1.83449 -1.4728
C 0.01048 -0.04555 -0.58782 1.3390
C 1.25384 0.71017 -1.02296 -1.5977
C -1.00323 -0.14879 -1.63725 -0.0323
N -1.65719 -0.82452 -2.39804 -0.7685
H 2.10679 -0.88772 1.20636 0.3049
H 1.24702 -2.29446 1.84505 0.3815
H 1.91996 -2.34023 0.20126 0.3463
H -0.61488 -2.00415 0.20034 0.4236
H -1.62916 0.05771 0.88642 0.5148
H 1.17307 0.99835 1.84602 0.3082
H -0.21921 2.07228 1.61775 0.3369
H -0.27549 0.78920 2.84613 0.3897
H 1.01047 1.73506 -1.33900 0.3886
H 1.97376 0.79453 -0.20287 0.3052
H 1.75565 0.19459 -1.85294 0.3870
O -2.55397 1.32751 -1.98322 -0.7867
H -2.78706 0.26974 -2.59330 0.4757
H -2.76328 1.37039 -1.04393 0.3088
```

Summary:
ΔE to the lowest compared entry with this formula, charge and spin	353.6	kJ/mol
calculated total energy	-404.392781	a.u.
HOMO	-9.077	eV
gap between HOMO and LUMO	9.73	eV
LUMO	0.7	eV
net charge	0

The following is a DFT calculation (ωB97M-V with the def2-TZVPD basis set) of C18H16BeN8O2 as an isolated structure in a non-equilibrium geometry.

XYZ file:
```
45
Properties=species:S:1:pos:R:3:mulliken_charge:R:1
Be 0.02279 0.09126 -0.06368 -0.1233
O -0.41891 -0.36698 1.48838 -0.3010
N -1.19714 0.54504 1.91709 -0.5808
N -1.41583 1.47013 1.09416 1.2731
O -0.89374 1.46558 -0.09691 -0.4813
C -2.21870 2.55484 1.47999 0.3415
C -2.75573 2.59540 2.76277 -0.2776
C -3.54306 3.67050 3.12579 -0.5339
C -3.79128 4.69587 2.22416 -0.4556
C -3.23701 4.65492 0.95623 -0.4899
C -2.44590 3.58558 0.57615 -0.4187
H -2.54205 1.79345 3.45167 0.4229
H -3.96474 3.71199 4.11792 0.3737
H -4.41429 5.52669 2.51719 0.3802
H -3.42256 5.46147 0.26336 0.3692
H -1.99231 3.53841 -0.40258 0.4371
C 0.42840 -3.12020 -0.04586 -1.4182
C -0.36511 -2.45478 -1.10024 1.0641
N -0.61895 -1.16938 -1.16374 -0.1380
C -1.37670 -0.95322 -2.27117 -0.7453
C -1.59745 -2.13994 -2.89403 -0.4547
N -0.95710 -3.09278 -2.14154 0.2193
C -0.90660 -4.49320 -2.47600 -1.0328
N -0.35013 -4.68478 -3.77894 0.7614
N -1.06263 -5.24999 -4.77456 -0.7046
N -0.37616 -5.31255 -5.83014 -0.5076
C 0.85397 -4.76856 -5.59962 0.0839
C 1.96017 -4.58437 -6.42768 -0.7043
C 3.05713 -3.96439 -5.87562 -0.5178
C 3.07299 -3.53441 -4.53942 -0.6839
C 1.99392 -3.71165 -3.70206 -0.5520
C 0.88571 -4.34062 -4.24985 1.3547
H 0.76653 -2.36498 0.65553 0.2749
H 1.30021 -3.61922 -0.46762 0.3445
H -0.17344 -3.85551 0.48705 0.3638
H -1.69887 0.03320 -2.52798 0.5500
H -2.12688 -2.39410 -3.78876 0.4924
H -1.91740 -4.91947 -2.50330 0.3013
H -0.30775 -5.01482 -1.72141 0.5053
H 1.93708 -4.91750 -7.45219 0.4374
H 3.93341 -3.79131 -6.48251 0.3704
H 3.95560 -3.04474 -4.15684 0.4227
H 2.00604 -3.35627 -2.68417 0.2656
N 2.89240 0.24218 -0.38185 -0.7026
C 1.74403 0.22838 -0.29587 0.4144
```

Summary:
calculated total energy	-1298.832285	a.u.
HOMO	-9.000	eV
gap between HOMO and LUMO	9.07	eV
LUMO	0.1	eV
net charge	0

The following is a DFT calculation (ωB97M-V with the def2-TZVPD basis set) of an isolated ion of composition C5H5N2S and charge +1 in a non-equilibrium geometry.

XYZ file:
```
13
Properties=species:S:1:pos:R:3:mulliken_charge:R:1
C 1.78360 -0.98395 0.07402 -0.5650
C 1.68965 -0.60049 -1.22724 -0.3266
C 0.80661 -0.78127 0.90946 0.7815
C -0.82289 0.76745 -1.20519 0.1546
C -1.90398 1.18736 -0.65164 -0.2361
N -1.07953 0.13087 2.06377 -1.0130
N -0.10191 -0.31236 1.49643 0.6311
S 0.58508 0.51498 -1.98486 0.0418
H 2.41708 -1.85776 0.26018 0.3242
H 2.63288 -0.70231 -1.75612 0.3607
H -2.79125 0.66702 -0.87265 0.2839
H -1.17558 -0.15673 3.02236 0.2692
H -2.03977 2.12718 -0.12852 0.2936
```

Summary:
ΔE to the lowest compared entry with this formula, charge and spin	444.6	kJ/mol
calculated total energy	-700.740330	a.u.
HOMO (spin up / spin down)	-12.706 / -12.713	eV
gap between HOMO and LUMO (spin up / spin down)	6.85 / 6.87	eV
LUMO (spin up / spin down)	-5.9 / -5.8	eV
net charge	+1

The following is a DFT calculation (ωB97M-V with the def2-TZVPD basis set) of an isolated ion of composition C4H6NO2S and charge -1 in a non-equilibrium geometry.

XYZ file:
```
14
Properties=species:S:1:pos:R:3:mulliken_charge:R:1
O 0.31469 -2.59598 1.00897 -0.6245
C -0.02533 -2.21800 -0.20979 0.0166
N 0.08715 -0.90109 -0.61621 -0.0992
C 0.11533 0.14662 0.45794 -0.2720
C 1.42119 0.84204 0.24763 0.0415
O 2.48415 0.51837 0.80760 -0.5463
C -1.18699 1.23893 0.20118 -0.8412
S -0.96340 2.22406 -1.38586 -0.6549
H -0.29585 -2.91915 -1.07250 0.2820
H 0.05461 -0.64587 -1.64790 0.2957
H -0.11224 -0.06262 1.39503 0.5507
H 1.41377 1.80897 -0.37191 0.2619
H -2.09157 0.52601 0.31992 0.2737
H -1.21552 2.03772 0.86591 0.3160
```

Summary:
ΔE to the lowest compared entry with this formula, charge and spin	221.0	kJ/mol
calculated total energy	-759.419493	a.u.
HOMO	-3.131	eV
gap between HOMO and LUMO	6.81	eV
LUMO	3.7	eV
net charge	-1

The following is a DFT calculation (ωB97M-V with the def2-TZVPD basis set) of C60H52N9O5PReS as an isolated structure in a non-equilibrium geometry.

XYZ file:
```
129
Properties=species:S:1:pos:R:3:mulliken_spin:R:1
Re 0.43821 0.43348 0.43545 2.4796
C -1.82051 1.31610 -4.57251 0.0001
N -1.70050 1.41595 -3.12506 0.0126
C -0.70918 0.90773 -2.37281 -0.0088
N -0.89431 1.22070 -1.08360 0.0198
C -2.04270 1.97500 -1.02411 -0.0046
C -2.55883 2.08907 -2.29365 -0.0127
C -3.76421 2.78591 -2.75859 0.0017
C -3.95420 4.12898 -2.44252 -0.0008
C -5.10274 4.78253 -2.85832 0.0002
C -6.06488 4.10339 -3.59155 -0.0004
C -5.88149 2.76490 -3.90700 0.0002
C -4.73676 2.10618 -3.48906 0.0012
C -2.61315 2.62659 0.16414 0.0227
C -3.92095 2.33839 0.54117 0.0029
C -4.52550 3.05581 1.55958 -0.0014
C -3.82427 4.06489 2.20530 0.0016
C -2.51602 4.35165 1.83635 -0.0043
C -1.91176 3.64093 0.81121 -0.0111
P 0.70242 -0.01226 -3.02978 -0.0358
C 1.99652 0.89843 -2.11438 -0.0034
N 2.02339 1.15793 -0.79461 -0.0277
C 3.18410 1.85486 -0.55126 0.0025
C 3.86629 1.99657 -1.73623 0.0022
N 3.10626 1.38592 -2.70181 0.0135
C 3.47392 1.24226 -4.10394 0.0000
C 5.14576 2.66520 -1.99771 0.0041
C 5.25679 3.62947 -2.99897 -0.0001
C 6.45896 4.28477 -3.20274 0.0005
C 7.55475 3.98857 -2.40418 -0.0007
C 7.44646 3.03760 -1.40025 0.0006
C 6.24750 2.37466 -1.19600 -0.0013
C 3.61842 2.43246 0.74581 0.0477
C 4.32878 1.57165 1.69991 -0.0072
C 5.13092 2.10989 2.62984 0.0007
C 5.46266 3.51535 2.63093 -0.0002
C 4.99525 4.34606 1.68661 0.0015
C 3.98070 3.89534 0.73633 -0.0011
C 0.65776 -1.46313 -1.94616 0.0240
N 0.76971 -1.42730 -0.61445 -0.0660
C 0.94156 -2.73023 -0.18906 0.0227
C 0.89018 -3.54809 -1.29520 -0.0128
N 0.70646 -2.73327 -2.38386 0.0154
C 0.58721 -3.17663 -3.76400 -0.0001
C 0.97337 -5.01248 -1.38364 0.0029
C 1.92188 -5.63481 -2.19277 -0.0001
C 1.99642 -7.01706 -2.23855 0.0002
C 1.13209 -7.78409 -1.47118 -0.0003
C 0.19390 -7.16893 -0.65583 0.0001
C 0.11224 -5.78773 -0.61145 -0.0001
C 1.37214 -3.15572 1.15334 0.0453
C 2.52155 -3.94494 1.22993 0.0013
C 3.00232 -4.37189 2.45414 -0.0003
C 2.34486 -4.00954 3.62079 0.0011
C 1.20415 -3.22682 3.54987 0.0053
C 0.71596 -2.80666 2.32324 -0.0140
H -0.82924 1.32498 -5.01923 0.0003
H -2.38520 2.17266 -4.93208 -0.0001
H -2.33948 0.39962 -4.84994 0.0005
H -3.20335 4.65807 -1.87013 -0.0002
H -5.24411 5.82534 -2.61255 0.0000
H -6.95801 4.61732 -3.91760 0.0000
H -6.63258 2.23398 -4.47474 0.0000
H -4.60529 1.05626 -3.72015 0.0002
H -4.46740 1.56232 0.01978 -0.0001
H -5.54806 2.84077 1.83907 -0.0002
H -4.30121 4.64009 2.98712 0.0000
H -1.96987 5.13936 2.33698 -0.0002
H -0.89541 3.86712 0.52133 0.0046
H 4.55797 1.27389 -4.17721 -0.0001
H 3.04997 2.05024 -4.69820 0.0003
H 3.11558 0.28648 -4.47734 0.0004
H 4.39687 3.89166 -3.60218 0.0001
H 6.53846 5.03559 -3.97634 0.0000
H 8.49116 4.50416 -2.56151 0.0000
H 8.29666 2.81050 -0.77274 0.0000
H 6.16310 1.63604 -0.40969 0.0002
H 4.19425 0.50110 1.62649 -0.0052
H 5.61735 1.46768 3.35135 -0.0001
H 6.18880 3.86917 3.35016 -0.0001
H 5.37848 5.35170 1.58717 -0.0001
H 3.87121 4.45051 -0.19037 -0.0004
H 0.08544 -4.14121 -3.77475 -0.0002
H 1.56914 -3.27716 -4.22368 0.0005
H -0.00711 -2.45687 -4.32176 0.0007
H 2.61966 -5.03971 -2.76818 0.0000
H 2.73675 -7.49603 -2.86264 0.0000
H 1.19555 -8.86217 -1.50392 0.0000
H -0.47267 -7.76878 -0.05283 0.0000
H -0.60571 -5.29536 0.03174 -0.0003
H 3.04990 -4.21569 0.32552 -0.0002
H 3.89585 -4.97878 2.49798 0.0000
H 2.72495 -4.33171 4.58001 0.0001
H 0.69278 -2.93435 4.45642 0.0001
H -0.17203 -2.20296 2.27485 0.0192
O 2.74308 3.42568 1.25527 -0.0075
S 1.02114 1.09046 3.04163 0.0325
O 2.07930 1.86418 3.61880 0.0066
O 1.61844 0.00990 1.96416 0.1473
O 0.34460 1.90248 1.76376 0.1569
N -3.99039 -1.49499 -1.71961 -0.0003
C -2.83286 -1.41420 -1.71890 -0.0007
H -4.98814 -1.56416 -1.72065 0.0000
C -4.77285 -1.10325 4.32415 -0.0001
N -3.56588 -0.48076 3.80790 0.0051
N -2.84066 -1.04481 2.78577 0.0154
C -2.01521 -0.08892 2.27008 0.0171
O -1.18491 -0.41336 1.33215 0.0659
C -2.29297 1.11096 2.92982 -0.0002
C -3.26314 0.83026 3.86571 -0.0022
C -3.97280 1.74791 4.79109 0.0006
C -2.70926 -2.46524 2.69547 0.0013
C -2.97140 -3.09939 1.49394 0.0032
C -2.84532 -4.47870 1.42237 -0.0003
C -2.47123 -5.20616 2.54266 0.0004
C -2.21328 -4.55673 3.74264 -0.0002
C -2.32538 -3.17950 3.82307 0.0005
H -4.78426 -2.15159 4.03782 0.0002
H -5.65833 -0.60909 3.92273 0.0003
H -4.77308 -1.03928 5.41059 0.0001
H -1.84263 2.06125 2.73161 0.0197
H -3.51623 2.73289 4.74655 -0.0004
H -3.92346 1.38664 5.81856 -0.0001
H -5.02424 1.84368 4.51502 -0.0001
H -3.26557 -2.51608 0.63238 0.0008
H -3.06247 -4.98731 0.49307 0.0000
H -2.38447 -6.28187 2.48464 0.0001
H -1.91570 -5.12243 4.61446 0.0000
H -2.11348 -2.65791 4.74800 -0.0002
```

Summary:
ΔE to the lowest compared entry with this formula, charge and spin	145.8	kJ/mol
multiplicity	4
calculated total energy	-4004.028245	a.u.
HOMO (spin up / spin down)	-12.099 / -12.115	eV
gap between HOMO and LUMO (spin up / spin down)	7.71 / 6.78	eV
LUMO (spin up / spin down)	-4.4 / -5.3	eV
net charge	+2
expectation value of S²	3.766

Question: Which of these has the lowest calculated total energy?
Answer: C60H52N9O5PReS